(1)
Entry from the Open Molecules 2025 dataset: 3 unconnected molecules or ions with the total composition C6H14O2 at a distorted geometry (ωB97M-V with the def2-TZVPD basis set).

Last column: natural (NBO) charge in e.
Cartesian coordinates (Å):
C (1.87745, 1.17811, 0.38678)  -0.462
C (1.76209, 0.46502, -0.81050)  -0.150
C (1.01201, -0.80087, -0.96921)  -0.512
C (-0.22287, -1.04180, -0.06679)  0.012
C (0.02078, -1.17262, 1.28035)  -0.409
C (-1.43456, -1.43795, -0.75274)  -0.659
H (1.37682, 0.73954, 1.33240)  0.201
H (2.48178, 1.98714, 0.54664)  0.197
H (2.11123, 1.05527, -1.70734)  0.210
H (1.72933, -1.69032, -0.77028)  0.246
H (0.79342, -0.81389, -2.10618)  0.215
H (-0.77237, -1.08385, 2.13109)  0.221
H (1.02558, -1.10069, 1.77718)  0.196
H (-1.91313, -0.78656, -1.42232)  0.247
H (-1.98425, -1.86098, 0.07985)  0.225
H (-1.15917, -2.26835, -1.36311)  0.209
O (-0.87402, 1.28140, 1.74178)  -0.945
H (-0.13567, 1.68346, 1.23858)  0.481
H (-0.97227, 1.96722, 2.43581)  0.477
O (-1.93819, 1.28106, -1.02606)  -0.951
H (-1.39810, 1.19060, -0.19337)  0.494
H (-1.38589, 1.22906, -1.76256)  0.457

Its molar mass is 118.18 g mol⁻¹. The energy relative to the best compared isomer or geometry (same formula, charge and spin) comes out at 3.894 eV. The value obtained for the highest occupied orbital energy is -0.3242 hartree. The SMILES is C=CCC(=C)C.O.O. For the frontier orbital gap, the calculation gives 9.52 eV. Its largest force on an atom is 5.36 eV/Å. The value obtained for the energy is -10540.723 eV.

---

(2)
Entry from the Open Molecules 2025 dataset: 2 unconnected molecules or ions with the total composition C6H14O2 at a distorted geometry (ωB97M-V with the def2-TZVPD basis set).

Last column: natural (NBO) charge in e.
Cartesian coordinates (Å):
C (1.18075, -1.74158, 1.10160)  -0.615
C (2.37703, -0.75668, 1.21667)  -0.390
C (1.90474, 0.70735, 1.31648)  -0.452
C (0.59178, 1.09548, 0.68204)  -0.166
C (0.38203, 1.02652, -0.63921)  -0.227
C (-0.88393, 1.06595, -1.40089)  -0.108
O (-1.93716, 0.37670, -0.69732)  -0.746
H (0.65711, -1.51252, 0.15380)  0.205
H (1.50394, -2.77645, 1.13892)  0.212
H (0.39979, -1.62421, 1.85894)  0.200
H (3.07305, -0.86378, 0.36325)  0.201
H (2.85727, -1.11076, 2.12360)  0.208
H (1.82295, 0.90045, 2.39742)  0.215
H (2.63587, 1.32575, 0.79139)  0.224
H (-0.22764, 1.43007, 1.29137)  0.195
H (1.23434, 0.65467, -1.21921)  0.192
H (-1.30340, 2.08537, -1.53156)  0.188
H (-0.88253, 0.63171, -2.42003)  0.190
H (-1.62534, 0.07728, 0.15415)  0.475
O (-4.92398, -0.08795, -2.42901)  -0.930
H (-4.59895, -0.99544, -2.49237)  0.456
H (-4.23771, 0.09205, -1.76003)  0.474

Its molar mass is 118.18 g mol⁻¹. The energy relative to the best compared isomer or geometry (same formula, charge and spin) comes out at 2.155 eV. The value obtained for the highest occupied orbital energy is -0.3532 hartree. The SMILES is CCC/C=C/CO.O. For the frontier orbital gap, the calculation gives 10.41 eV. Its largest force on an atom is 2.15 eV/Å. The value obtained for the energy is -10542.461 eV.

---

(3)
Entry from the Open Molecules 2025 dataset: 3 unconnected molecules or ions with the total composition C6H14O2 at a distorted geometry (ωB97M-V with the def2-TZVPD basis set).

Last column: natural (NBO) charge in e.
Cartesian coordinates (Å):
C (0.44305, 0.84752, 0.13931)  0.190
C (0.39906, -0.51892, 0.41452)  0.172
C (-0.92172, -0.14414, 2.06486)  -0.539
C (2.06301, 0.20939, -1.15765)  -0.472
C (-2.39122, -0.06740, 1.73107)  -0.645
C (1.52232, -0.03906, -2.53983)  -0.652
O (-0.48933, 1.44097, -0.62815)  -0.676
O (-0.28227, -1.31693, -0.48368)  -0.734
H (-1.23365, 0.83396, -0.77694)  0.488
H (-1.13540, -1.57758, -0.10519)  0.496
H (0.96911, 1.52237, 0.80130)  0.206
H (1.18349, -0.97854, 0.99997)  0.203
H (-0.65409, -1.02794, 2.65060)  0.185
H (-0.58077, 0.73030, 2.62096)  0.186
H (2.61153, 1.14762, -1.06483)  0.188
H (2.69520, -0.59934, -0.79233)  0.185
H (-3.04518, -0.06138, 2.61542)  0.216
H (-2.62139, 0.82937, 1.14676)  0.200
H (2.31532, -0.01334, -3.30158)  0.205
H (1.06343, -1.02735, -2.62849)  0.212
H (-2.71674, -0.92352, 1.12860)  0.177
H (0.80626, 0.73394, -2.83466)  0.210

Its molar mass is 118.18 g mol⁻¹. The energy relative to the best compared isomer or geometry (same formula, charge and spin) comes out at 5.539 eV. The value obtained for the highest occupied orbital energy is -0.2460 hartree. For the frontier orbital gap, the calculation gives 7.39 eV. Its largest force on an atom is 5.73 eV/Å. The value obtained for the energy is -10539.078 eV.

---

What is the formula in the second record? C6H14O2